No. 1
A structure of composition C18H33Cl3InN6O5S3Si, computed with ωB97M-V with the def2-TZVPD basis set.

Results
spin multiplicity: 1
lowest unoccupied orbital energy: -2.86 eV
HOMO-LUMO gap: 7.451 eV
charge: +1
HOMO: -10.3 eV
DFT total energy: -4465.17727 Ha
M: 758.96 g mol⁻¹
energy relative to the best compared isomer or geometry (same formula, charge and spin): 36.9 kcal per mole

Positions of all 70 atoms, in Å:
In1 -0.98717 -0.59575 -0.37392
C1 -3.28738 0.74572 1.93221
C2 -4.09033 -0.28584 1.11970
N1 -3.27695 -1.41270 0.68630
C3 -3.06536 -2.48686 1.64259
C4 -2.07072 -2.07365 2.73793
N2 -0.92254 -1.38534 2.16093
C5 -0.42921 -0.24596 2.91561
C6 -0.92065 1.12087 2.36079
N3 -1.96315 0.97864 1.36771
H1 -3.17666 0.41288 2.96453
H2 -3.86458 1.67674 1.94983
H3 -4.47482 0.21262 0.22642
H4 -4.94877 -0.60740 1.72560
H5 -3.70016 -1.81517 -0.14348
H6 -2.63960 -3.32036 1.07379
H7 -4.00468 -2.80913 2.11932
H8 -1.76616 -2.98632 3.26771
H9 -2.56590 -1.41940 3.45798
H10 -0.17799 -2.06089 2.02167
H11 0.65840 -0.22304 2.85626
H12 -0.69689 -0.33757 3.97508
H13 -0.07280 1.61056 1.88680
H14 -1.24813 1.75032 3.19744
H15 -1.99514 1.80354 0.78047
C7 -1.40734 -3.84445 -3.82120
S1 -1.33010 -2.54417 -2.60163
O1 -0.16762 -1.72674 -2.79675
O2 -1.50179 -3.08116 -1.28351
O3 -2.57598 -1.70999 -2.91510
H16 -0.53488 -4.47557 -3.72306
H17 -1.43191 -3.39007 -4.80234
H18 -2.31387 -4.40437 -3.63850
O4 2.15233 2.10583 1.96100
S2 2.73289 1.27027 0.94795
O5 3.27423 2.00029 -0.18777
N4 1.61537 0.17616 0.40942
C8 2.04122 -1.04660 0.59095
S3 1.16735 -2.35927 0.03059
C9 3.31891 -1.17788 1.31328
C10 3.94802 -2.32763 1.77245
C11 5.11601 -2.19451 2.50972
C12 5.67324 -0.94578 2.75474
C13 5.05009 0.20834 2.29404
C14 3.87804 0.06263 1.59525
H19 3.52164 -3.29453 1.56398
H20 5.59489 -3.07888 2.90007
H21 6.59175 -0.86750 3.31439
H22 5.45808 1.18812 2.48160
Cl1 -4.71338 -0.20989 -2.51055
Si1 -2.68375 -0.07248 -2.39838
Cl2 -1.65086 0.65358 -4.00301
Cl3 -2.91234 2.04580 -1.52489
N5 1.88543 3.53731 -2.81334
C15 0.76628 4.08143 -2.00258
C16 0.47351 3.05889 -0.89924
N6 0.15117 1.76683 -1.46457
C17 1.18656 1.27381 -2.35062
C18 1.46695 2.27124 -3.47372
H23 2.64195 3.29217 -2.15074
H24 2.21791 4.22497 -3.49536
H25 -0.10870 4.20289 -2.64555
H26 1.04613 5.04771 -1.58061
H27 -0.37003 3.40540 -0.30350
H28 1.34550 2.96323 -0.25251
H29 -0.71065 1.87310 -1.99272
H30 0.86777 0.31581 -2.76501
H31 2.09645 1.11768 -1.76746
H32 0.55751 2.44391 -4.05577
H33 2.26334 1.91760 -4.12870



No. 2
A cluster of 4 separate species, C18H33FI2O9 in total, computed with ωB97M-V with the def2-TZVPD basis set.

Results
spin multiplicity: 1
lowest unoccupied orbital energy: -0.04 eV
HOMO-LUMO gap: 9.358 eV
SMILES string: C[C@H](I)[C@@H](I)OC(=O)OCCF.CCOC(C)=O.CCOC(C)=O.CCOC(C)=O
HOMO: -9.4 eV
DFT total energy: -2077.91480 Ha
M: 666.26 g mol⁻¹

Positions of all 63 atoms, in Å:
C1 4.06753 0.28729 -0.37395
C2 4.25003 1.91990 -0.45186
I1 4.20929 2.87065 1.51877
C3 3.01438 2.57740 -1.36793
I2 3.14603 1.49493 -3.31563
O1 1.73704 2.19596 -0.74535
C4 0.76042 3.29571 -0.74713
O2 0.94297 4.49394 -0.14961
O3 -0.54931 3.03286 -1.41622
C5 -1.36011 2.32241 -0.40025
C6 -1.72772 0.77133 -0.78428
F1 -2.61499 0.74998 -1.97758
H1 4.39224 -0.04614 0.70696
H2 4.75713 -0.25945 -1.15057
H3 2.97482 -0.09432 -0.55984
H4 5.29085 2.11830 -0.99903
H5 3.14873 3.72445 -1.55912
H6 -2.39456 2.90413 -0.32309
H7 -0.89103 2.35375 0.68624
H8 -0.79821 0.08363 -1.00743
H9 -2.32600 0.23280 0.08643
C7 1.62674 -1.92578 3.56123
C8 0.52763 -1.09160 2.93182
O4 0.60892 -1.13403 1.49520
C9 0.07236 -2.10668 0.72554
C10 -0.40702 -3.36787 1.37795
O5 0.04921 -1.98853 -0.49859
H10 1.53928 -2.98025 3.28782
H11 1.59388 -1.84710 4.65120
H12 2.60867 -1.58984 3.21209
H13 -0.47019 -1.37652 3.27767
H14 0.66588 -0.04354 3.21865
H15 0.38788 -4.11828 1.34058
H16 -1.27804 -3.73646 0.82640
H17 -0.73504 -3.23671 2.40928
C11 3.27886 -7.54297 -2.20826
C12 2.27439 -6.97249 -1.22558
O6 2.93363 -6.47990 -0.04446
C13 3.48270 -5.25041 0.07047
C14 3.67653 -4.42303 -1.16401
O7 3.88663 -4.84980 1.16104
H18 3.98196 -6.78112 -2.55402
H19 2.76939 -7.96427 -3.07904
H20 3.87440 -8.32911 -1.73261
H21 1.63790 -6.20228 -1.67066
H22 1.60413 -7.77312 -0.89458
H23 4.69218 -4.57114 -1.54202
H24 3.53850 -3.36886 -0.90247
H25 2.95897 -4.63469 -1.95696
C15 -7.54438 5.79371 0.10769
C16 -6.36520 6.68301 0.45230
O8 -5.37682 5.95690 1.20606
C17 -4.41174 5.18431 0.66014
C18 -4.50666 4.82000 -0.79049
O9 -3.51209 4.72521 1.36218
H26 -7.24471 4.95350 -0.52361
H27 -8.31587 6.36317 -0.41750
H28 -7.97860 5.36569 1.01718
H29 -5.91966 7.15467 -0.42831
H30 -6.70925 7.49822 1.09796
H31 -4.99626 3.84668 -0.88694
H32 -3.49370 4.75717 -1.20124
H33 -5.03490 5.55458 -1.39860



No. 3
A cluster of 3 separate species, C18H33FO10 in total, computed with ωB97M-V with the def2-TZVPD basis set.

Results
spin multiplicity: 1
lowest unoccupied orbital energy: -1.61 eV
HOMO-LUMO gap: 7.545 eV
SMILES string: O=C1OC(=O)C(CCO)=C1F.COCCOCCOC.COCCOCCOC
HOMO: -9.2 eV
DFT total energy: -1557.69845 Ha
M: 428.45 g mol⁻¹

Positions of all 62 atoms, in Å:
O1 -3.64481 -1.89047 1.12887
C1 -2.86835 -1.52261 0.23918
O2 -2.19135 -2.35632 -0.72874
C2 -1.45821 -1.64136 -1.72682
O3 -0.85100 -2.02221 -2.75497
C3 -1.55296 -0.15527 -1.16375
C4 -0.77860 1.12205 -1.78078
C5 0.58105 1.24766 -0.89105
O4 1.58190 2.07679 -1.52062
C6 -2.37619 -0.02680 -0.02134
F1 -2.65533 1.16041 0.71403
H1 -0.54192 0.99574 -2.88767
H2 -1.40051 2.08656 -1.67512
H3 1.01627 0.18103 -0.82842
H4 0.24002 1.60271 0.13968
H5 2.39540 1.97906 -0.96879
C7 2.59261 7.96665 0.05222
O5 1.36388 7.44897 0.52528
C8 0.38862 8.46898 0.71880
C9 -1.01431 7.87377 0.70505
O6 -1.50424 7.62181 -0.61348
C10 -0.93719 6.49331 -1.28123
C11 -1.44402 5.16215 -0.73970
O7 -0.74947 4.81489 0.45385
C12 -1.46323 3.87332 1.23418
H6 3.01285 8.68022 0.76922
H7 3.28789 7.13499 -0.06949
H8 2.45505 8.44649 -0.92190
H9 0.46934 9.22805 -0.06802
H10 0.58133 8.93334 1.69191
H11 -1.69801 8.61515 1.12975
H12 -1.08454 6.98204 1.33059
H13 0.15281 6.54160 -1.28661
H14 -1.26544 6.58051 -2.32142
H15 -1.25832 4.37108 -1.47456
H16 -2.52050 5.23303 -0.54612
H17 -2.42221 4.29330 1.55426
H18 -0.87222 3.65011 2.12416
H19 -1.62341 2.94921 0.67232
C13 2.31825 -9.49247 0.80148
O8 1.31674 -8.50477 0.65101
C14 0.65926 -8.21287 1.88039
C15 -0.00007 -6.84018 1.81897
O9 0.91916 -5.76606 2.02768
C16 1.79490 -5.47763 0.93630
C17 1.09541 -4.77552 -0.22128
O10 0.39386 -5.71917 -1.02341
C18 -0.62051 -5.10899 -1.80108
H20 1.88423 -10.43073 1.16366
H21 2.77433 -9.66594 -0.17412
H22 3.09618 -9.14580 1.48913
H23 1.37504 -8.23572 2.71048
H24 -0.10525 -8.98095 2.03943
H25 -0.71410 -6.77316 2.64548
H26 -0.56772 -6.70184 0.89700
H27 2.32750 -6.37145 0.60768
H28 2.54406 -4.79143 1.34314
H29 1.83947 -4.28552 -0.85888
H30 0.40281 -4.02284 0.17361
H31 -1.37067 -4.64704 -1.15255
H32 -1.11126 -5.88634 -2.38910
H33 -0.19430 -4.36352 -2.47777



No. 4
A cluster of 3 separate species, C18H33FO9 in total, computed with ωB97M-V with the def2-TZVPD basis set.

Results
spin multiplicity: 1
lowest unoccupied orbital energy: 0.46 eV
HOMO-LUMO gap: 9.864 eV
SMILES string: CCOCCOC[C@H]1OC(=O)O[C@@H]1CCF.CCOC(C)=O.CCOC(C)=O
HOMO: -9.4 eV
DFT total energy: -1482.67781 Ha
M: 412.45 g mol⁻¹
energy relative to the best compared isomer or geometry (same formula, charge and spin): 0.0 kcal per mole

Positions of all 61 atoms, in Å:
C1 4.41150 0.66816 -2.21481
C2 3.82812 1.40068 -3.40792
O1 3.66298 2.78009 -3.10126
C3 2.43465 3.34379 -3.52025
C4 1.42283 3.23985 -2.38117
O2 0.09971 3.42374 -2.85966
C5 -0.86560 2.48780 -2.45115
C6 -1.09886 1.40456 -3.48637
O3 -1.36390 2.00300 -4.76898
C7 -0.24276 1.97235 -5.50760
O4 -0.04827 2.60632 -6.47682
O5 0.63026 1.06143 -5.01377
C8 0.13323 0.53366 -3.77346
C9 -0.14155 -0.96068 -3.86792
C10 1.09366 -1.74872 -3.47916
F1 0.83049 -3.11266 -3.53579
H1 4.83731 -0.29085 -2.52109
H2 3.65100 0.47968 -1.45101
H3 5.20036 1.27505 -1.76347
H4 4.49268 1.31252 -4.27762
H5 2.85940 0.96805 -3.69598
H6 2.04878 2.84969 -4.42142
H7 2.62174 4.39009 -3.77343
H8 1.53821 2.26647 -1.88663
H9 1.64087 4.01073 -1.63005
H10 -0.57432 1.99580 -1.51092
H11 -1.80513 3.02472 -2.27646
H12 -1.96805 0.81928 -3.18616
H13 0.90661 0.72235 -3.01991
H14 -0.38594 -1.19704 -4.90908
H15 -0.97421 -1.24026 -3.21891
H16 1.92535 -1.54335 -4.16210
H17 1.40692 -1.51675 -2.45514
C11 -2.44071 0.08709 3.09147
C12 -1.84435 1.02727 2.06928
O6 -1.49128 0.35293 0.84724
C13 -2.38009 0.08264 -0.11984
C14 -3.84926 0.34078 0.10358
O7 -1.97182 -0.40089 -1.14788
H18 -3.38847 -0.33256 2.75325
H19 -2.62122 0.62328 4.02422
H20 -1.76876 -0.74412 3.29702
H21 -2.49394 1.87691 1.85412
H22 -0.89689 1.42958 2.42394
H23 -4.30009 -0.58753 0.45600
H24 -4.29643 0.59149 -0.85482
H25 -4.06652 1.12457 0.82241
C15 1.24597 -2.70872 7.06446
C16 -0.16130 -2.15475 7.11861
O8 -0.78697 -2.13950 5.82824
C17 -1.40302 -3.21950 5.29771
C18 -1.31786 -4.55490 5.99710
O9 -1.96880 -3.08835 4.24600
H26 1.25612 -3.75478 6.75789
H27 1.71234 -2.63801 8.04765
H28 1.84619 -2.14012 6.35454
H29 -0.78377 -2.68666 7.83852
H30 -0.14725 -1.10799 7.41826
H31 -0.48096 -5.10537 5.56612
H32 -2.23034 -5.10256 5.77809
H33 -1.17861 -4.49981 7.07228